110
Properties=species:S:1:pos:R:3:mulliken_charge:R:1 method="wB97M-V/def2-TZVPD" charge=+2 e_lumo_ha=-0.291 e_homo_ev=-11.235 multiplicity=1
Ta -0.071 -0.077 0.146 1.8449
C 0.608 3.515 3.008 -1.4512
C 0.500 3.698 1.495 0.1218
C 1.766 3.146 0.816 0.4621
C -0.802 3.274 0.797 -0.5574
C -1.957 4.092 1.341 -0.5761
O -3.089 3.295 1.008 -0.4448
C -2.664 2.038 0.810 0.3506
N -1.377 1.880 0.801 0.0352
C -3.810 1.127 0.546 0.1628
C -5.072 1.740 0.617 -0.7023
C -6.230 1.060 0.294 -0.8866
C -6.156 -0.255 -0.127 -0.7933
C -4.923 -0.880 -0.179 -0.9380
C -3.745 -0.225 0.167 0.5204
P -2.247 -1.269 0.297 2.0777
C -2.622 -2.234 1.798 0.3421
C -3.259 -1.617 2.874 -0.8690
C -3.490 -2.319 4.047 -0.7949
C -3.093 -3.644 4.156 -0.8092
C -2.457 -4.263 3.089 -1.0365
C -2.215 -3.561 1.917 -0.4787
C -2.356 -2.444 -1.089 -0.5106
C -3.172 -3.503 -1.100 0.2150
C -3.317 -4.380 -2.265 -1.0624
C -2.567 -4.211 -3.350 -1.2349
C -1.494 -3.176 -3.421 0.1367
C -1.434 -2.157 -2.246 -0.4201
H 1.583 3.868 3.357 0.4306
H 0.514 2.479 3.316 0.0769
H -0.131 4.104 3.547 0.4824
H 0.461 4.783 1.326 0.2637
H 2.086 2.280 1.396 -0.6393
H 2.942 4.552 1.889 0.3205
H 1.591 3.333 -1.158 0.5080
H -0.670 3.504 -0.265 0.2962
H -2.066 5.066 0.870 0.3502
H -1.930 4.205 2.425 0.3543
H -5.151 2.769 0.921 0.5916
H -7.183 1.566 0.363 0.4340
H -7.050 -0.799 -0.400 0.4883
H -4.879 -1.912 -0.490 0.4570
H -3.583 -0.585 2.803 0.3306
H -3.988 -1.831 4.874 0.4728
H -3.282 -4.193 5.068 0.4256
H -2.148 -5.297 3.167 0.4776
H -1.718 -4.050 1.092 0.5339
H -3.784 -3.726 -0.234 0.5162
H -4.067 -5.158 -2.225 0.4960
H -2.703 -4.858 -4.209 0.4304
H -1.528 -2.683 -4.392 0.5226
H -1.564 -1.125 -2.577 0.5365
Br 1.299 6.001 -0.685 0.0399
C 2.894 5.360 0.028 -0.2152
C 4.010 6.095 -0.238 -0.9101
C 5.283 5.572 0.050 0.4653
Br 6.727 6.669 -0.283 -0.0235
C 5.461 4.229 0.479 0.9858
C 6.715 3.588 0.516 -0.9146
C 6.762 2.246 0.785 -0.9741
C 5.557 1.583 1.030 -0.0491
N 4.370 2.182 1.065 -0.1189
C 4.308 3.469 0.785 -0.5205
C 2.944 4.130 0.863 1.0284
O 1.568 2.641 -0.487 -0.0037
H 3.933 7.054 -0.730 0.4943
H 7.617 4.147 0.311 0.3715
H 7.695 1.703 0.801 0.4405
H 5.548 0.514 1.207 0.4308
O -0.323 0.525 3.320 -0.6541
C -0.259 0.235 2.209 0.7150
O -0.757 0.927 -1.623 -0.7541
C 0.342 0.728 -2.248 1.3114
O 1.284 0.195 -1.588 -0.9217
C 0.473 1.066 -3.668 0.4921
C 1.670 0.796 -4.329 -0.5867
C 1.785 1.088 -5.677 -0.8999
C 0.709 1.645 -6.358 -0.4596
C -0.485 1.913 -5.699 -0.9897
C -0.607 1.622 -4.351 -0.2356
H 2.491 0.355 -3.779 0.5300
H 2.707 0.877 -6.202 0.4573
H 0.800 1.867 -7.413 0.4243
H -1.318 2.340 -6.240 0.4638
H -1.531 1.812 -3.821 0.5537
C 0.451 -2.313 3.561 -1.0413
Si 1.469 -2.344 1.980 0.7904
C 2.850 -1.076 2.086 -1.0822
C 2.361 -3.984 2.120 -1.5894
N 0.589 -1.948 0.409 0.3740
C 0.415 -2.979 -0.574 0.5841
C 0.071 -2.554 -1.983 -0.2058
C -0.043 -3.665 -3.075 -0.2753
C 0.081 -5.071 -2.595 -1.1654
C 0.282 -5.337 -1.310 -0.9450
C 0.443 -4.288 -0.299 -0.8843
H 0.921 -1.620 4.261 0.5461
H 0.519 -3.314 3.991 0.4006
H -0.600 -2.057 3.501 0.1688
H 3.352 -1.173 3.052 0.5544
H 2.513 -0.043 1.984 0.0616
H 3.582 -1.280 1.300 0.1412
H 2.949 -3.854 3.036 0.4292
H 3.050 -4.226 1.312 0.4119
H 1.705 -4.834 2.303 0.4499
H 0.770 -1.791 -2.312 0.9416
H 0.647 -3.495 -3.904 0.3480
H -0.008 -5.872 -3.318 0.4159
H 0.361 -6.362 -0.970 0.4516
H 0.591 -4.637 0.707 0.2864

39
Properties=species:S:1:pos:R:3:mulliken_charge:R:1 method="wB97M-V/def2-TZVPD" charge=+1 e_lumo_ha=-0.120 e_homo_ev=-11.644 multiplicity=1
Ag 0.536 2.499 0.448 0.5565
O -0.527 -3.880 -1.982 -0.4862
C -0.179 -2.620 -1.698 0.8309
C 0.856 -2.395 -0.834 -0.6350
C 1.464 -1.243 -0.215 -0.6596
N 1.172 0.013 -0.251 -0.8403
C -1.180 0.089 -0.724 -0.4131
Br -1.970 2.219 -0.565 -0.3502
C -2.031 -0.856 -1.584 0.3708
H 0.026 -4.527 -1.527 0.3714
H 1.322 -3.313 -0.486 0.1857
H 2.303 -1.477 0.436 0.3857
H -2.833 -0.386 -2.151 0.4211
O 0.215 1.661 2.809 -0.4571
C 0.590 0.286 2.956 -0.3720
C -0.600 -0.678 2.889 -0.5918
C -1.754 -0.260 1.957 -1.0321
C -1.712 -0.587 0.502 0.7507
C -2.431 -1.439 -0.243 -1.4078
C -1.090 -1.680 -2.487 0.1045
C -0.201 -0.734 -3.255 -0.8264
C 0.408 0.182 -2.523 -0.5793
N 0.098 0.250 -1.143 1.4211
H -0.387 1.903 3.520 0.2768
H 1.118 0.144 3.901 0.3972
H 1.288 0.104 2.148 0.1033
H -1.027 -0.760 3.890 0.3812
H -0.232 -1.671 2.621 0.3666
H -1.905 0.818 2.038 0.3514
H -2.662 -0.735 2.331 0.4496
H -3.070 -2.277 -0.001 0.4853
H -1.672 -2.313 -3.152 0.5843
H -0.058 -0.837 -4.321 0.4464
H 1.156 0.879 -2.876 0.1868
I 2.578 3.469 -1.606 0.1394
C 3.127 4.909 -0.131 -0.8540
I 2.314 4.454 1.798 0.1522
H 2.744 5.872 -0.440 0.4122
H 4.206 4.918 -0.050 0.3737

78
Properties=species:S:1:pos:R:3:mulliken_charge:R:1 method="wB97M-V/def2-TZVPD" charge=0 e_lumo_ha="-0.086 / -0.087" e_homo_ev="-5.205 / -5.203" multiplicity=1
Ru 0.784 0.295 -0.520 -0.6967
C 3.679 4.691 1.247 -0.7663
C 3.324 4.309 2.540 -0.6197
C 2.174 3.571 2.771 -0.4220
C 1.401 3.234 1.675 0.3469
C 0.277 2.303 1.534 0.4805
N -0.169 1.500 2.543 -0.5747
C -0.494 0.284 2.256 -0.9992
C -1.088 -0.697 3.184 0.2135
C -1.280 -0.678 4.552 0.1231
C -1.841 -1.807 5.137 -0.7596
C -2.220 -2.907 4.366 -0.6374
C -2.052 -2.909 2.986 -0.0132
C -1.466 -1.794 2.413 0.3194
C -1.064 -1.488 1.030 -0.5506
N -1.358 -2.229 -0.023 -0.4516
C -1.218 -1.767 -1.265 0.0682
N -0.825 -0.513 -1.691 -0.0553
C -1.069 -0.451 -3.028 -0.2897
N -1.162 0.622 -3.828 -0.4771
C -0.929 1.849 -3.510 0.3786
N -0.218 2.384 -2.486 0.4743
C -0.559 3.724 -2.244 0.0847
N -0.070 4.234 -1.194 -1.1068
C 0.683 3.132 -0.546 3.6972
N -0.188 2.277 0.302 -1.1364
C 1.739 3.637 0.388 -0.4657
C 2.883 4.369 0.154 -0.6000
C -1.427 4.137 -3.348 0.0524
C -1.990 5.353 -3.682 -0.4778
C -2.752 5.412 -4.843 -0.5618
C -2.951 4.278 -5.629 -0.6410
C -2.395 3.053 -5.281 -0.1759
C -1.619 3.002 -4.140 -0.1104
C -1.543 -1.740 -3.510 0.0249
C -1.922 -2.181 -4.771 -0.2513
C -2.364 -3.487 -4.885 -0.6581
C -2.440 -4.329 -3.766 -0.7092
C -2.092 -3.875 -2.506 -0.1657
C -1.641 -2.566 -2.397 0.5716
N -0.407 -0.321 1.020 0.5214
H 4.598 5.242 1.092 0.4102
H 3.968 4.575 3.369 0.4032
H 1.897 3.244 3.765 0.4841
H -0.978 0.177 5.143 0.5335
H -1.986 -1.837 6.209 0.4161
H -2.645 -3.775 4.854 0.4119
H -2.352 -3.752 2.377 0.5799
H 3.163 4.669 -0.848 0.5405
H -1.838 6.224 -3.059 0.5330
H -3.196 6.351 -5.145 0.4015
H -3.554 4.355 -6.524 0.3994
H -2.547 2.166 -5.880 0.5426
H -1.868 -1.521 -5.627 0.5299
H -2.660 -3.871 -5.853 0.4058
H -2.784 -5.347 -3.893 0.4024
H -2.170 -4.511 -1.633 0.5385
C 1.175 -4.525 1.930 -0.7756
N 1.184 -3.742 0.706 0.0420
C 1.967 -2.728 0.396 0.4065
S 1.776 -1.956 -1.123 -0.3592
N 2.972 -2.371 1.261 -0.1825
C 2.829 -2.188 2.603 -0.3651
H 0.643 -5.453 1.733 0.3537
H 0.675 -3.970 2.724 -0.0161
H 2.196 -4.748 2.244 0.3484
H 0.417 -3.877 0.061 0.1957
H 3.639 -1.757 0.802 0.4541
H 3.216 -3.758 4.277 0.5113
H 2.474 -2.500 5.555 0.5224
H 3.906 -2.033 4.557 0.3939
Cl 2.667 -2.484 4.183 -1.1488
C 2.098 -1.026 3.693 -0.4643
Cl 2.620 0.650 0.933 -0.4209
H 1.856 0.022 3.796 0.4311
H 1.432 -3.104 4.207 0.3319
S 2.205 1.203 -2.251 -0.2871
C 0.874 2.044 -1.636 -0.4876

11
Properties=species:S:1:pos:R:3:mulliken_charge:R:1 method="wB97M-V/def2-TZVPD" charge=0 e_lumo_ha=0.036 smiles="C=N.NOO" e_homo_ev=-8.842 multiplicity=1
C -0.693 -1.772 -0.924 -0.2277
N -0.265 -1.314 0.164 -0.5073
H -1.762 -1.933 -1.022 0.2431
H -0.061 -2.130 -1.740 0.2334
H 0.732 -1.099 0.190 0.2471
N -0.653 1.158 0.863 -0.4647
O 0.340 1.469 -0.274 -0.1582
O 1.690 1.612 0.255 -0.3437
H -1.165 0.275 0.942 0.3674
H -0.113 1.294 1.716 0.2788
H 1.950 2.440 -0.171 0.3319